Formula: C9H6N2O4
Source: the Open Molecules 2025 dataset
Level of theory: ωB97M-V/def2-TZVPD

Computed properties:
Frontier orbital gap (alpha / beta) ... 8.59 / 8.59 eV
Molar mass ... 206.157 u
SMILES ... O=C(C[N+](=O)[O-])c1ccccc1C#[N+][O-]
Energy relative to the best compared isomer or geometry (same formula, charge and spin) ... 89.2 kJ/mol
E_LUMO (alpha / beta) ... -0.3 / -0.3 eV

Positions of all 21 atoms, in Å:
O1 0.230 1.731 2.162
C1 0.476 1.305 1.060
C2 1.489 1.930 0.068
N1 1.365 1.297 -1.249
O2 0.342 1.565 -1.822
O3 2.282 0.650 -1.674
C3 -0.397 0.307 0.466
C4 -1.764 0.589 0.335
C5 -2.585 -0.333 -0.308
C6 -2.156 -1.625 -0.657
C7 -0.885 -2.002 -0.329
C8 -0.014 -1.063 0.271
C9 1.256 -1.435 0.644
N2 2.329 -1.699 0.963
O4 3.403 -2.123 1.101
H1 2.458 1.947 0.527
H2 1.146 2.904 0.050
H3 -2.053 1.500 0.601
H4 -3.626 -0.244 -0.618
H5 -2.744 -2.253 -1.112
H6 -0.551 -2.950 -0.478


Formula: C9H6N4
Source: the Open Molecules 2025 dataset
Level of theory: ωB97M-V/def2-TZVPD

Computed properties:
Frontier orbital gap ... 8.92 eV
Molar mass ... 170.175 u
SMILES ... c1ccc2c(c1)ncc1nncn12
Energy relative to the best compared isomer or geometry (same formula, charge and spin) ... 180.3 kJ/mol
E_LUMO ... 0.0 eV

Positions of all 19 atoms, in Å:
C1 -3.226 0.009 -0.068
C2 -2.651 -1.306 0.008
C3 -1.342 -1.579 0.126
C4 -0.432 -0.537 0.075
C5 -0.982 0.779 -0.034
C6 -2.364 1.070 -0.176
N1 -0.212 1.979 0.044
C7 1.033 1.895 0.189
C8 1.711 0.640 -0.027
N2 2.982 0.337 -0.133
N3 3.005 -1.039 -0.058
C9 1.861 -1.488 -0.018
N4 0.893 -0.511 0.024
H1 -4.365 0.088 -0.027
H2 -3.519 -2.036 0.200
H3 -1.082 -2.655 0.048
H4 -2.646 2.151 -0.194
H5 1.641 2.747 0.362
H6 1.645 -2.542 0.037


Formula: C9H6O2
Source: the Open Molecules 2025 dataset
Level of theory: ωB97M-V/def2-TZVPD

Computed properties:
Frontier orbital gap ... 9.36 eV
Molar mass ... 146.145 u
Energy relative to the best compared isomer or geometry (same formula, charge and spin) ... 493.2 kJ/mol
E_LUMO ... 0.3 eV

Positions of all 17 atoms, in Å:
C1 -3.013 0.114 0.300
C2 -1.551 0.213 0.147
C3 -0.746 1.206 0.183
C4 0.643 0.749 -0.105
C5 1.860 1.350 -0.057
C6 3.014 0.501 -0.115
C7 2.835 -0.898 -0.082
C8 1.487 -1.476 0.015
C9 0.523 -0.513 0.043
H1 -3.608 0.099 1.282
H2 -1.319 2.388 -0.004
H3 1.813 2.618 -0.044
H4 4.105 1.316 -0.119
H5 3.547 -1.514 0.050
H6 1.621 -2.488 0.266
O1 -3.750 -0.307 -0.581
O2 -0.809 -0.931 0.155


Formula: C9H6O3
Source: the Open Molecules 2025 dataset
Level of theory: ωB97M-V/def2-TZVPD

Computed properties:
Frontier orbital gap ... 8.12 eV
Molar mass ... 162.144 u
SMILES ... O=c1ccc2cc(O)ccc2o1
Energy relative to the best compared isomer or geometry (same formula, charge and spin) ... 287.3 kJ/mol
E_LUMO ... -0.7 eV

Positions of all 18 atoms, in Å:
O1 -2.179 0.991 -2.823
C1 -1.674 0.623 -1.758
C2 -2.448 0.345 -0.569
C3 -1.709 -0.147 0.505
C4 -0.410 -0.364 0.446
C5 0.371 -0.759 1.535
C6 1.652 -0.637 1.700
O2 2.226 -0.888 2.958
C7 2.412 -0.145 0.535
C8 1.653 0.148 -0.590
C9 0.289 0.132 -0.601
O3 -0.284 0.545 -1.788
H1 -3.578 0.837 -0.472
H2 -2.164 0.106 1.612
H3 -0.204 -0.928 2.356
H4 1.718 -1.364 3.539
H5 3.405 0.088 0.489
H6 1.899 0.910 -1.515


Formula: C9H6O3S
Source: the Open Molecules 2025 dataset
Level of theory: ωB97M-V/def2-TZVPD

Computed properties:
Frontier orbital gap ... 8.11 eV
Molar mass ... 194.211 u
Energy relative to the best compared isomer or geometry (same formula, charge and spin) ... 182.8 kJ/mol
E_LUMO ... -1.0 eV

Positions of all 19 atoms, in Å:
C1 -0.657 -0.004 -1.585
C2 -0.880 1.305 -1.141
C3 0.285 -0.781 -0.908
C4 -0.025 1.877 -0.174
C5 1.007 -0.235 0.202
C6 0.798 1.092 0.591
C7 1.844 -1.052 1.054
C8 1.497 -2.432 0.996
C9 1.241 -3.594 0.845
O1 2.715 -0.575 1.745
O2 1.093 1.297 3.100
O3 1.653 3.282 1.664
S1 1.939 1.814 1.794
H1 -1.192 -0.494 -2.475
H2 -1.661 1.948 -1.661
H3 0.474 -1.904 -0.966
H4 -0.096 2.987 -0.083
H5 1.590 1.081 3.790
H6 1.010 -4.546 0.726


Formula: C9H70O26
Source: the Open Molecules 2025 dataset
Level of theory: ωB97M-V/def2-TZVPD

Computed properties:
Frontier orbital gap ... 9.28 eV
Molar mass ... 594.633 u
E_LUMO ... -0.6 eV

Positions of all 105 atoms, in Å:
C1 -12.040 8.391 -13.033
O1 -12.408 7.568 -14.138
H1 -11.074 8.126 -12.602
H2 -11.887 9.437 -13.302
H3 -12.805 8.341 -12.258
H4 -13.365 7.611 -14.081
C2 -18.130 7.939 -18.416
O2 -17.027 7.008 -18.533
H5 -18.432 7.874 -17.370
H6 -17.812 8.957 -18.641
H7 -18.908 7.647 -19.121
H8 -17.321 6.175 -18.158
C3 -8.857 5.734 -14.027
O3 -8.211 6.179 -15.208
H9 -8.244 5.976 -13.160
H10 -9.872 6.122 -13.944
H11 -8.891 4.647 -13.946
H12 -8.735 5.864 -15.949
C4 -15.994 6.453 -14.863
O4 -15.477 7.453 -14.016
H13 -15.240 5.756 -15.228
H14 -16.799 5.871 -14.415
H15 -16.584 6.886 -15.671
H16 -15.844 7.294 -13.144
C5 -14.344 8.414 -20.979
O5 -14.463 7.633 -19.827
H17 -13.291 8.488 -21.252
H18 -14.865 8.013 -21.847
H19 -14.694 9.392 -20.648
H20 -15.369 7.546 -19.522
C6 -16.302 3.924 -17.202
O6 -17.489 4.572 -17.650
H21 -15.405 4.263 -17.720
H22 -16.179 4.049 -16.126
H23 -16.393 2.867 -17.455
H24 -18.260 4.233 -17.190
C7 -16.543 3.875 -20.779
O7 -17.957 4.088 -20.729
H25 -16.186 3.718 -21.797
H26 -16.070 4.787 -20.416
H27 -16.236 2.967 -20.259
H28 -18.252 4.499 -19.913
C8 -10.041 9.223 -16.210
O8 -8.879 9.984 -16.422
H29 -9.919 8.156 -16.395
H30 -10.210 9.272 -15.134
H31 -10.873 9.505 -16.856
H32 -8.267 9.613 -15.782
C9 -11.172 1.820 -21.005
O9 -11.163 1.302 -22.358
H33 -10.319 1.434 -20.447
H34 -11.034 2.900 -21.061
H35 -12.026 1.611 -20.361
H36 -10.280 0.938 -22.453
O10 -11.637 5.697 -16.370
H37 -11.550 6.473 -16.924
H38 -11.607 6.037 -15.475
O11 -14.745 -0.762 -14.779
H39 -14.247 -0.129 -15.296
H40 -14.370 -1.611 -15.014
O12 -8.749 0.860 -16.226
H41 -8.050 0.447 -15.720
H42 -8.301 1.508 -16.771
O13 -14.267 3.423 -23.962
H43 -13.658 2.684 -23.963
H44 -14.650 3.417 -23.084
O14 -11.881 7.635 -18.358
H45 -11.307 7.709 -19.121
H46 -12.758 7.527 -18.726
O15 -12.880 3.414 -17.569
H47 -12.448 4.200 -17.235
H48 -13.118 3.635 -18.469
O16 -10.492 2.547 -14.896
H49 -10.804 2.874 -15.739
H50 -9.917 1.815 -15.120
O17 -13.157 4.213 -11.601
H51 -12.912 3.826 -12.441
H52 -14.113 4.167 -11.585
O18 -13.117 -0.765 -18.152
H53 -12.576 -1.096 -18.869
H54 -13.020 -1.416 -17.458
O19 -12.783 4.947 -19.902
H55 -11.973 5.239 -20.321
H56 -13.367 5.703 -19.955
O20 -13.825 1.183 -16.588
H57 -13.752 0.529 -17.283
H58 -13.748 2.023 -17.040
O21 -7.712 2.846 -17.923
H59 -8.123 3.655 -17.618
H60 -7.591 2.978 -18.863
O22 -14.729 0.000 -21.243
H61 -14.974 -0.924 -21.294
H62 -13.924 0.006 -20.726
O23 -10.301 -0.930 -17.338
H63 -10.193 -0.810 -18.282
H64 -9.830 -0.194 -16.947
O24 -13.151 3.100 -14.325
H65 -12.381 2.532 -14.357
H66 -13.167 3.529 -15.181
O25 -10.595 6.043 -21.043
H67 -9.710 5.710 -20.891
H68 -10.628 6.215 -21.984
O26 -9.125 5.156 -17.945
H69 -10.058 4.940 -17.946
H70 -9.083 6.035 -18.321